Entry 1:
ORCA calculation (ωB97M-V/def2-TZVPD) on a structure of composition C34H101N9O11 at a distorted geometry.

Geometry as XYZ:
```
155
C34H101N9O11 (ωB97M-V/def2-TZVPD)
N 1.75128 -0.47244 4.33531
H 1.62459 -1.46527 4.49462
H 2.43104 -0.02630 4.94780
H 0.83494 -0.04553 4.59181
H 1.98133 -0.23670 3.33382
C 0.36013 -0.30654 0.71041
C 1.87766 -0.14854 0.65685
O 2.50180 0.31918 1.82328
H 0.12291 -1.00989 1.51707
H -0.07923 -0.69813 -0.20832
H -0.13351 0.64611 0.92285
H 2.07460 0.51171 -0.19980
H 2.37815 -1.08513 0.38123
O 2.09849 2.87533 2.68733
H 1.14190 3.00054 2.63380
H 2.24846 1.96617 2.33186
O 5.03767 1.63446 1.75650
H 4.15651 1.20946 1.68601
H 4.98617 2.40455 1.17120
C 1.42815 4.62990 -2.42448
C -0.00771 4.19331 -2.75993
C -0.16260 2.67022 -2.52050
O -0.12849 2.42467 -1.13342
C -0.02762 1.03552 -0.89078
N -0.97495 4.98701 -2.00487
H 2.15442 3.95010 -2.86791
H 1.48484 4.60259 -1.33426
H 1.64929 5.65041 -2.73198
H -0.25780 4.38098 -3.80848
H 0.57886 2.17523 -3.15797
H -1.14869 2.34758 -2.88414
H 0.92164 0.65802 -1.27710
H -0.87505 0.54752 -1.39390
H -0.19682 0.82658 0.16625
H -1.90107 4.62765 -2.23430
H -0.89138 4.64955 -1.04357
C -3.74395 -1.82358 5.07000
C -3.99522 -1.92572 3.54625
C -4.96363 -0.83635 3.12405
O -6.21226 -0.98784 3.77162
C -7.02549 0.12806 3.47049
N -2.67553 -1.77302 2.89513
H -3.01358 -2.53997 5.44405
H -4.67838 -2.01798 5.59639
H -3.44019 -0.79069 5.24771
H -4.37011 -2.93648 3.36256
H -5.13810 -0.92434 2.04450
H -4.52862 0.15676 3.28433
H -8.01065 0.03002 3.92466
H -7.12298 0.36977 2.41082
H -6.61959 1.01455 3.97466
H -2.83657 -1.99781 1.91689
H -2.00901 -2.44108 3.25953
C -1.59588 -3.45171 -5.80266
C -2.35054 -2.60171 -4.78256
C -1.41168 -1.55274 -4.17661
O -0.34857 -2.09634 -3.45986
C -0.64493 -2.52155 -2.15038
N -3.52274 -2.00664 -5.42068
H -1.16608 -2.78909 -6.55742
H -2.18278 -4.22989 -6.29029
H -0.75178 -3.92840 -5.30009
H -2.67853 -3.30799 -4.00436
H -2.04676 -0.88590 -3.57009
H -1.09284 -0.84110 -4.94161
H -1.30653 -1.80497 -1.65568
H 0.24987 -2.73840 -1.57210
H -1.19745 -3.46854 -2.20488
H -3.95823 -2.71949 -5.99283
H -4.18001 -1.80404 -4.67163
C 3.67632 2.81774 -1.51904
C 4.06169 4.24736 -1.03939
C 3.06861 5.24219 -1.62276
O 3.41074 6.54916 -1.14632
C 2.54776 7.55996 -1.64176
N 3.95013 4.14441 0.40467
H 2.63133 2.53378 -1.41935
H 4.39783 2.11736 -1.10070
H 3.91832 2.76906 -2.58883
H 5.03919 4.48562 -1.45486
H 2.03011 4.97018 -1.39946
H 3.15562 5.34459 -2.71262
H 2.69504 7.61244 -2.72928
H 2.84527 8.50512 -1.19896
H 1.52506 7.20993 -1.47146
H 3.01529 3.86412 0.68971
H 4.06669 5.01241 0.91968
C 5.49095 -4.45677 3.40924
C 4.64212 -3.83536 2.31045
C 3.69072 -4.93526 1.80347
O 2.76729 -4.36689 0.88429
C 2.03235 -5.32743 0.13442
N 3.88822 -2.73236 2.93515
H 6.12912 -3.75230 3.94263
H 6.15143 -5.21672 2.98363
H 4.87113 -4.91025 4.18727
H 5.26849 -3.44726 1.50875
H 3.07646 -5.25911 2.65245
H 4.22727 -5.74597 1.29852
H 2.73163 -5.73818 -0.60032
H 1.28222 -4.76031 -0.41112
H 1.60080 -6.15013 0.70718
H 3.31552 -3.05240 3.71030
H 3.23923 -2.49396 2.18354
C -6.39402 -2.61050 -0.64557
C -5.77941 -1.62233 -1.64401
C -4.44836 -1.01031 -1.16497
O -4.59361 -0.25878 0.00864
C -3.33706 0.34282 0.35656
N -5.58054 -2.24079 -2.95151
H -6.82739 -2.03158 0.17284
H -5.64017 -3.28019 -0.22739
H -7.20114 -3.20162 -1.07807
H -6.44128 -0.76719 -1.80402
H -4.04965 -0.49832 -2.04852
H -3.76456 -1.85097 -0.96703
H -3.44197 0.82343 1.32836
H -3.18297 1.15485 -0.35738
H -2.58174 -0.44406 0.39390
H -4.96180 -3.04674 -2.89357
H -6.48877 -2.64406 -3.16016
C 3.16749 -3.61141 -2.87499
C 3.97524 -2.37182 -2.41479
C 3.11896 -1.13341 -2.63347
O 3.20075 -0.79722 -4.02297
C 2.35624 0.27791 -4.35712
N 4.30281 -2.57118 -0.98562
H 2.94582 -3.37179 -3.92583
H 2.16097 -3.65845 -2.45648
H 3.66910 -4.57631 -2.86633
H 4.93531 -2.34798 -2.92949
H 3.52445 -0.23530 -2.15897
H 2.08306 -1.32691 -2.33791
H 2.54423 1.09543 -3.64922
H 1.27997 0.08706 -4.35609
H 2.65545 0.71323 -5.31025
H 3.42181 -2.45767 -0.49316
H 4.56567 -3.51955 -0.75549
C -0.33130 2.43711 5.20290
C -1.41729 1.77203 4.31633
C -1.80452 2.61591 3.08647
O -0.67868 2.94661 2.28939
C -0.89335 4.04150 1.44008
N -0.93356 0.44413 3.94490
H 0.56428 2.59874 4.59764
H -0.14485 1.69686 5.98406
H -0.55435 3.37410 5.71155
H -2.30344 1.79314 4.95715
H -2.23834 3.54425 3.46773
H -2.46205 1.99543 2.46805
H -1.74829 3.87203 0.77251
H 0.00573 4.06037 0.81925
H -1.02040 5.03793 1.87485
H -0.43418 0.66154 3.07466
H -1.70902 -0.09041 3.53124
```

Results
Energy ... -2675.68473 a.u.
M ... 812.234 g/mol
Highest occupied orbital energy ... -6.73 eV
LUMO ... -0.164 eV
Largest force on an atom ... 15.0 eV Å⁻¹
Charge ... 0

Entry 2:
ORCA calculation (ωB97M-V/def2-TZVPD) on a cluster of 16 separate species, C34H103N3O16 in total at a distorted geometry.

Geometry as XYZ:
```
156
C34H103N3O16 (ωB97M-V/def2-TZVPD)
C -2.80527 -0.25907 5.99217
C -2.68354 -1.77138 5.81767
O -2.43370 -2.42709 7.06530
H -3.71156 0.12123 6.46650
H -2.85636 0.15147 4.97943
H -1.92648 0.13859 6.49593
H -1.82922 -1.91743 5.14791
H -3.54524 -2.14734 5.26129
H -2.42153 -3.35417 6.79339
C -4.40271 -3.22586 2.33307
C -4.93565 -1.89771 2.86168
O -6.00578 -1.48934 2.01995
H -4.09633 -3.20072 1.29013
H -5.25103 -3.90401 2.45763
H -3.56314 -3.55024 2.95016
H -4.10613 -1.17735 2.79112
H -5.19529 -1.93655 3.92261
H -6.20188 -0.57797 2.26615
C 2.45311 -3.14684 -3.51955
C 1.80508 -1.75963 -3.48094
O 0.50479 -1.86547 -4.08026
H 2.40611 -3.57761 -4.51562
H 2.00517 -3.83118 -2.79773
H 3.47299 -2.96990 -3.16344
H 2.39765 -1.13081 -4.15535
H 1.77906 -1.37018 -2.46268
H 0.07236 -1.00987 -3.86115
C 3.30282 -1.38179 1.37993
C 3.39989 -1.61136 -0.13461
O 4.63222 -2.26669 -0.45946
H 4.27641 -1.13178 1.80811
H 3.04603 -2.30517 1.90630
H 2.59976 -0.59291 1.64616
H 3.47280 -0.62019 -0.59073
H 2.51557 -2.14221 -0.47879
H 5.25716 -1.56488 -0.64812
C 0.24980 4.87583 2.53101
C 0.34272 3.35599 2.80883
O 0.65467 3.15616 4.17309
H -0.15784 5.33602 3.43222
H -0.36424 5.04464 1.64291
H 1.20113 5.37038 2.32275
H 1.09101 3.04530 2.07178
H -0.59815 2.85785 2.60059
H 1.50068 3.52422 4.43774
C -3.81826 5.08831 -0.35133
C -2.47965 4.66425 -0.93119
O -1.45111 5.61280 -0.71978
H -4.51839 4.29035 -0.60862
H -4.17931 5.96888 -0.88346
H -3.77181 5.21746 0.72642
H -2.55932 4.48281 -2.01031
H -2.21940 3.69431 -0.47855
H -0.62784 5.24436 -1.08751
C 4.82630 1.90981 1.26576
C 4.32753 2.33579 2.64154
O 4.55566 3.73815 2.80880
H 5.61131 2.61695 0.98809
H 4.04963 1.87549 0.50567
H 5.34547 0.95449 1.34196
H 4.85458 1.80695 3.43989
H 3.25249 2.15118 2.73560
H 4.04948 4.05638 3.55961
C -0.54200 -5.22796 -1.30277
C -2.03873 -5.13791 -1.51992
O -2.63293 -5.02104 -0.23133
H 0.02501 -5.01259 -2.20986
H -0.27467 -6.21560 -0.92818
H -0.20244 -4.49579 -0.56664
H -2.31457 -6.06444 -2.03730
H -2.32624 -4.30368 -2.16378
H -3.58365 -4.92709 -0.35504
C 2.26604 0.11716 4.81314
C 0.80734 -0.26523 5.08471
O -0.11366 0.49152 4.27916
H 2.92555 -0.45463 5.46152
H 2.32005 1.19229 4.97951
H 2.44572 -0.09548 3.76032
H 0.47744 -0.05521 6.10644
H 0.64889 -1.32238 4.86875
H 0.12129 1.43533 4.40319
C -3.28925 1.83065 2.37516
C -3.17037 3.05650 3.26811
O -4.45973 3.40718 3.75026
H -3.81883 2.13031 1.46872
H -3.93613 1.12436 2.89532
H -2.31027 1.43750 2.11295
H -2.65589 3.88945 2.77593
H -2.49733 2.80402 4.09885
H -4.38496 4.26226 4.18405
C 0.19676 -5.45146 1.82031
C -1.19654 -5.10605 2.43947
O -1.01124 -4.06142 3.36386
H 0.62246 -4.59413 1.29817
H 0.11921 -6.26874 1.09309
H 0.90039 -5.85623 2.54866
H -1.61543 -6.01301 2.87119
H -1.83651 -4.90597 1.57335
H -0.77070 -3.24696 2.88152
O 1.24486 3.07204 -4.11416
H 0.96138 3.38249 -4.98206
H 2.11014 2.63680 -4.26489
O 0.93277 4.81073 -1.90501
H 1.03987 4.15065 -2.61610
H 1.79579 5.22711 -1.81622
C -0.98264 -2.07870 -0.06439
C -0.25870 -1.31577 1.03956
C 0.00184 0.12952 0.65602
O 0.87519 0.26851 -0.44113
C 1.16227 1.61842 -0.70995
N -1.09532 -1.38995 2.24414
H -1.11074 -3.13623 0.17248
H -0.44393 -2.03045 -1.01526
H -1.98724 -1.68505 -0.25332
H 0.61343 -1.93854 1.26036
H 0.34314 0.68260 1.54418
H -0.94337 0.65265 0.43769
H 0.27726 2.26363 -0.64853
H 1.56478 1.77402 -1.71030
H 1.89978 2.01809 -0.00447
H -0.84476 -0.61136 2.85931
H -2.04718 -1.17528 1.94964
C -1.85026 0.31576 -5.38587
C -1.82397 0.48148 -3.85831
C -2.44307 -0.71213 -3.14734
O -3.77681 -0.89255 -3.57891
C -4.34336 -1.99856 -2.93023
N -0.45715 0.71426 -3.35218
H -1.07330 0.92546 -5.85757
H -2.83910 0.56463 -5.75814
H -1.53779 -0.68627 -5.68968
H -2.43335 1.36238 -3.62826
H -2.44403 -0.55814 -2.05884
H -1.86894 -1.63312 -3.29837
H -5.32664 -2.22611 -3.34531
H -4.54822 -1.77343 -1.87712
H -3.73561 -2.89860 -3.05085
H -0.55146 1.16983 -2.44463
H -0.07394 1.52724 -3.84140
C 4.57166 -0.00213 -7.20175
C 3.85889 1.00411 -6.30741
C 4.55948 1.12209 -4.96587
O 3.72685 1.78010 -4.02362
C 4.25859 1.86563 -2.72659
N 3.91589 2.31490 -6.97144
H 4.02957 -0.22742 -8.11715
H 4.72224 -0.94644 -6.66908
H 5.59939 0.30441 -7.41022
H 2.83456 0.65810 -6.12805
H 5.51581 1.63227 -5.11717
H 4.82038 0.13851 -4.55479
H 5.33141 2.07924 -2.74231
H 4.06697 0.90895 -2.22358
H 3.77062 2.66288 -2.16521
H 3.86041 2.19604 -7.97725
H 3.08629 2.85348 -6.74170
```

Results
Energy ... -2725.13600 a.u.
Energy relative to the best compared isomer or geometry (same formula, charge and spin) ... 0.750 eV
M ... 810.203 g/mol
Highest occupied orbital energy ... -9.15 eV
LUMO ... 0.006 eV
Largest force on an atom ... 2.5 eV Å⁻¹
Charge ... 0

Entry 3:
ORCA calculation (ωB97M-V/def2-TZVPD) on a cluster of 19 separate species, C34H106N8O30 in total at a distorted geometry.

Geometry as XYZ:
```
178
C34H106N8O30 (ωB97M-V/def2-TZVPD)
C -12.06789 -3.74798 20.04777
O -13.05100 -3.56560 19.32154
N -10.92195 -3.10779 19.76811
N -12.00452 -4.55978 21.14959
H -10.78635 -2.70243 18.88248
H -10.09026 -3.38261 20.28995
H -11.12310 -4.82706 21.55417
H -12.77237 -5.15952 21.35622
C -14.56590 -5.51015 17.11240
O -15.09118 -6.16385 16.24458
N -14.02836 -6.04104 18.19573
N -14.51572 -4.15982 17.01706
H -13.74928 -5.52188 19.02300
H -14.05627 -7.03767 18.27109
H -13.87517 -3.61560 17.60821
H -14.89947 -3.83465 16.14541
C -12.28366 -8.02945 21.58978
O -12.22177 -7.17978 22.49252
N -11.29600 -8.94419 21.49984
N -13.30980 -8.11832 20.70665
H -10.62795 -8.82196 22.27899
H -11.24277 -9.59190 20.74121
H -13.44684 -9.00846 20.30915
H -14.12758 -7.60246 20.90312
C -12.66509 -9.11019 14.91172
O -13.02076 -9.91718 15.77421
N -11.79803 -9.50460 13.91210
N -13.19829 -7.85479 14.86161
H -11.23946 -8.82894 13.40957
H -11.47501 -10.42711 14.05384
H -13.01259 -7.39270 14.00560
H -14.00080 -7.53127 15.39088
C -8.97421 -10.71158 19.59234
C -10.36764 -11.34184 19.72979
O -11.27045 -10.58513 18.91996
H -8.17106 -11.33605 20.09132
H -8.98929 -9.69727 19.92805
H -8.82524 -10.75961 18.51358
H -10.70454 -11.47193 20.76373
H -10.29100 -12.41095 19.40317
H -11.88893 -11.25522 18.68425
C -12.79131 -14.72574 20.86078
C -11.51520 -15.05242 21.51527
O -11.53674 -14.67496 22.87673
H -13.02502 -13.69345 20.88963
H -13.70299 -15.18002 21.27713
H -12.74166 -14.82715 19.80507
H -10.69854 -14.53584 20.92214
H -11.30712 -16.10596 21.32694
H -11.40235 -13.73849 23.02828
C -10.48938 -6.21922 17.48967
C -10.56677 -7.62674 18.11363
O -9.93458 -8.63358 17.38817
H -9.48623 -5.97424 17.09896
H -10.65160 -5.48934 18.25952
H -11.19468 -6.07275 16.65495
H -11.65593 -7.86696 18.26646
H -10.11777 -7.50824 19.12844
H -10.53951 -9.35147 17.29065
C -6.81801 -6.87840 26.62422
C -6.61558 -7.99754 25.57874
O -5.73744 -8.97724 26.13188
H -5.90158 -6.33540 26.84919
H -7.27687 -7.32641 27.52022
H -7.44229 -6.13714 26.11210
H -6.09830 -7.71782 24.63320
H -7.60484 -8.42189 25.28630
H -5.91245 -9.02811 27.06861
C -10.76301 -7.42341 25.64796
C -12.10688 -8.07983 25.56309
O -12.10516 -8.99252 26.66910
O -10.69982 -6.46278 24.53178
H -9.97712 -8.16756 25.55266
H -10.64156 -6.84684 26.51782
H -12.19947 -8.66910 24.61742
H -12.89806 -7.35886 25.56488
H -12.78380 -9.62484 26.46806
H -11.07813 -6.91330 23.76083
C -14.87423 -11.22888 23.79824
C -14.89233 -12.38262 24.70361
O -14.64582 -11.95655 26.05167
O -13.68294 -10.50498 23.94562
H -15.70466 -10.60509 24.09712
H -14.90817 -11.53099 22.76128
H -14.01827 -13.07117 24.48222
H -15.81075 -12.92902 24.54010
H -15.44363 -11.88493 26.61055
H -13.46383 -10.46497 24.88639
C -8.05534 -6.37596 20.54955
C -7.21021 -6.95444 19.38071
O -5.93948 -7.23748 19.88934
O -7.21406 -5.55286 21.37306
H -8.35339 -7.10243 21.36037
H -8.87613 -5.79666 20.17000
H -7.24477 -6.17855 18.56932
H -7.71872 -7.82245 18.97428
H -5.83456 -6.52857 20.54191
H -7.53404 -5.76153 22.28524
C -5.18457 -10.79221 22.84097
C -5.16914 -10.15484 21.45425
O -6.55686 -9.72735 21.38859
O -4.00036 -11.49585 23.19279
H -6.03135 -11.47100 22.86701
H -5.42552 -10.01600 23.57074
H -5.02383 -10.86859 20.62036
H -4.50615 -9.30033 21.31900
H -6.56271 -8.93251 20.83871
H -3.28017 -10.91408 23.32643
C -15.66151 -9.60388 18.35517
C -16.91505 -9.20700 17.56477
O -17.07515 -7.82407 17.79067
O -14.48605 -9.03103 17.89014
H -15.58119 -10.70074 18.23045
H -15.72179 -9.35578 19.44059
H -17.78752 -9.67305 17.97348
H -16.75632 -9.37943 16.51996
H -16.46816 -7.25645 17.26106
H -14.16581 -9.47341 17.04024
C -19.55222 -5.48503 19.12585
C -19.10439 -6.23072 20.37838
O -17.74227 -6.54980 20.35177
O -19.56195 -6.35987 17.99837
H -18.91017 -4.64634 18.96562
H -20.57011 -5.22363 19.35054
H -19.76535 -7.11349 20.49296
H -19.34312 -5.53908 21.25537
H -17.62268 -7.23917 19.62476
H -18.70741 -6.83227 17.90366
C -15.09316 -5.69008 22.80136
C -15.39449 -6.95362 23.49363
O -16.67339 -7.37341 23.22932
O -15.03036 -5.82749 21.41584
H -14.15009 -5.38079 23.15566
H -15.87334 -4.95275 23.02767
H -15.27780 -6.80651 24.56916
H -14.72162 -7.71478 23.16438
H -16.82456 -7.31526 22.31243
H -15.88154 -5.83700 21.02076
C -8.98381 -10.93119 23.70702
C -10.25149 -11.34147 24.39510
O -11.18498 -11.81719 23.39444
O -9.04001 -9.62012 23.19143
H -8.72023 -11.60734 22.88143
H -8.19729 -10.98170 24.45971
H -10.76329 -10.39853 24.79160
H -10.12105 -12.04077 25.17475
H -11.98972 -11.37538 23.58066
H -8.25610 -9.47739 22.68339
C -13.30166 -2.28703 23.88673
C -12.58449 -2.77199 25.13948
O -11.33456 -2.02134 25.30153
O -13.38083 -0.92294 24.12561
H -14.35429 -2.71622 23.78720
H -12.80246 -2.41252 22.88666
H -12.29233 -3.81800 25.02235
H -13.15444 -2.70315 26.06005
H -11.45731 -1.08456 25.20515
H -13.54299 -0.48241 23.26595
C -10.95055 -13.51317 15.84468
C -12.36522 -13.38687 16.28750
O -12.57560 -12.42934 17.30519
O -10.42619 -12.41139 15.16927
H -11.00184 -14.34918 15.12579
H -10.33557 -13.77930 16.71851
H -12.64548 -14.33799 16.76460
H -13.02336 -13.15890 15.41505
H -12.83425 -11.61436 16.90302
H -9.60353 -12.70228 14.74555
C -9.08071 -3.32900 22.78331
C -8.31903 -4.04148 23.91967
O -8.10394 -5.48086 23.82997
O -8.43982 -3.07865 21.58674
H -9.40274 -2.34567 23.19845
H -10.03161 -3.85365 22.65709
H -8.81309 -3.72995 24.86916
H -7.32325 -3.68055 23.95972
H -8.88396 -6.02356 24.07971
H -7.81061 -3.84330 21.38837
```

Results
Energy ... -4054.28784 a.u.
M ... 1107.248 g/mol
Highest occupied orbital energy ... -9.62 eV
LUMO ... 0.326 eV
Largest force on an atom ... 3.6 eV Å⁻¹
Charge ... 0